1.
A molecular structure, C19H31CeClN2S in a non-equilibrium geometry. Source: the Open Molecules 2025 dataset; level of theory: the ωB97M-V functional and the def2-TZVPD basis.

Results
HOMO level (alpha / beta)   -0.54848 / -0.54848 Ha
Spin multiplicity   1
E_tot   -2184.998119 hartree
Charge   +2
LUMO (alpha / beta)   -7.826 / -7.822 eV

The geometry in XYZ format:
```
55
Properties=species:S:1:pos:R:3:lowdin_charge:R:1
H 1.003 -3.616 5.013 0.10
H 0.015 -4.243 1.648 0.09
C -0.714 1.761 1.406 -0.15
H 0.389 3.337 -5.175 0.09
C 2.898 -2.087 4.744 -0.02
C -0.639 2.521 0.193 -0.17
N 1.358 -3.258 2.966 -0.22
H 2.937 -3.192 4.709 0.12
H 0.891 0.968 2.747 0.12
H -2.361 0.805 -5.672 0.09
C 0.511 -3.130 4.163 -0.05
C -0.624 3.739 -5.034 -0.10
H 2.604 1.712 0.729 0.13
H -0.622 1.170 -6.014 0.09
H -1.987 -1.219 -2.762 0.14
H -1.911 2.081 -6.808 0.11
H -1.615 1.477 1.954 0.12
H 3.480 -0.116 2.008 0.04
Cl -1.053 1.701 -3.005 0.62
S 1.936 -1.694 0.837 0.76
H -0.420 -3.660 3.988 0.10
C 0.733 2.639 -0.184 -0.14
H 3.099 0.531 3.671 0.11
H 0.289 -2.080 4.370 0.10
C -1.623 1.595 -5.863 -0.10
C -1.834 -1.135 -1.675 -0.16
C 3.542 -0.305 3.101 -0.04
C 1.019 -4.388 2.106 -0.05
H -0.901 4.247 -5.971 0.11
C 2.005 -2.138 2.508 -0.62
C -1.456 -1.698 0.549 -0.18
C -1.207 -2.097 -0.806 -0.15
H 2.021 -1.775 5.325 0.09
H 4.605 -0.421 3.375 0.12
H -0.592 -2.954 -1.104 0.14
C -2.456 -0.132 -0.848 -0.18
N 2.819 -1.542 3.394 -0.15
H -3.111 0.667 -1.182 0.13
Ce 0.084 0.101 -0.362 1.02
H -3.748 2.403 -4.350 0.09
C 1.527 1.899 0.783 -0.16
H 1.042 -5.298 2.742 0.12
H -3.334 3.706 -5.474 0.11
H 3.791 -1.728 5.244 0.11
H -1.247 -2.267 1.454 0.12
C -2.269 -0.505 0.515 -0.14
H -0.638 4.498 -4.241 0.09
H -2.624 0.040 1.395 0.12
H 1.784 -4.450 1.321 0.08
C 0.635 1.393 1.782 -0.17
H 1.104 3.329 -0.956 0.14
H -1.479 3.049 -0.251 0.13
C -3.018 3.199 -4.548 -0.09
C -1.610 2.608 -4.708 -0.72
H -3.029 3.950 -3.747 0.09
```

***

2.
A molecular structure, C19H31ClN2PdS in a non-equilibrium geometry. Source: the Open Molecules 2025 dataset; level of theory: the ωB97M-V functional and the def2-TZVPD basis.

Results
Energy above the lowest of the compared OMol25 structures with the same formula, charge and spin   0.0 kJ/mol
HOMO level (alpha / beta)   -0.53801 / -0.54818 Ha
Spin multiplicity   5
<S²>   6.02
E_tot   -1837.602954 hartree
Charge   +2
LUMO (alpha / beta)   -5.649 / -9.941 eV

The geometry in XYZ format:
```
55
Properties=species:S:1:pos:R:3:mulliken_spin:R:1
C 1.856 -0.532 -0.982 0.30
Cl 0.181 0.514 -4.702 0.00
C -2.209 1.001 0.581 0.21
C 2.326 -0.441 0.377 0.21
H -0.695 2.741 -6.441 0.00
C 0.327 0.701 3.702 0.02
H 3.206 -0.633 3.659 0.00
H -2.389 -0.344 2.384 0.03
H 0.075 -0.405 -8.333 0.00
H -1.814 -2.338 0.662 0.01
C -0.833 1.777 -6.936 0.00
C 0.969 -1.654 -1.059 0.19
H 1.811 -2.020 4.707 0.00
H -1.944 1.021 6.083 0.00
Pd 0.014 0.034 0.235 0.98
C 1.699 -1.490 1.127 0.25
H -1.660 -1.279 -1.830 0.01
N 1.295 -0.043 4.298 0.02
H -2.758 1.537 3.660 0.00
C -1.802 -0.726 -0.904 0.18
H -2.419 1.991 0.981 0.01
C -1.113 0.428 5.694 0.00
C -1.900 -1.286 0.414 0.27
H 3.050 0.280 0.743 0.00
C 2.708 0.245 4.084 0.00
C 1.630 1.345 -6.899 0.00
H -1.351 2.461 3.012 0.00
S 0.654 1.535 2.229 0.37
H 1.866 -1.734 2.173 0.05
C 0.033 -0.548 -7.245 0.00
C 1.022 -1.309 4.979 0.00
H 0.062 -1.741 4.672 0.00
H -0.239 0.573 6.350 0.00
H 2.806 1.095 3.400 0.00
H 2.428 0.654 -6.617 0.00
H -1.886 2.700 4.711 0.00
H 1.060 -1.179 6.069 0.00
H 0.498 -2.038 -1.958 0.01
H 2.136 0.103 -1.818 0.03
C -2.189 -0.223 1.322 0.22
H -0.803 1.947 -8.021 0.00
C -1.925 0.702 -0.792 0.32
H -1.827 1.400 -6.683 0.00
C -1.773 1.965 3.901 0.00
C 0.256 0.782 -6.517 0.00
H 0.210 -3.052 0.525 0.00
H 3.179 0.491 5.046 0.00
N -0.859 0.904 4.333 0.02
H -0.945 -0.970 -7.000 0.00
H -1.419 -0.630 5.706 0.00
H -1.822 1.397 -1.622 0.03
H 0.799 -1.278 -6.972 0.00
C 0.833 -2.207 0.256 0.26
H 1.813 2.302 -6.404 0.00
H 1.691 1.508 -7.984 0.00
```

***

3.
A molecular structure, C19H31F7LiN4O3P. Source: the Open Molecules 2025 dataset; level of theory: the ωB97M-V functional and the def2-TZVPD basis.

Results
Energy above the lowest of the compared OMol25 structures with the same formula, charge and spin   1.9 kJ/mol
HOMO level   -0.39264 Ha
Spin multiplicity   1
E_tot   -2235.596721 hartree
LUMO   0.092 eV

The geometry in XYZ format:
```
66
Properties=species:S:1:pos:R:3:lowdin_charge:R:1
N 3.189 -15.179 12.480 0.15
H 6.095 -13.311 17.757 0.12
C -2.189 -12.003 14.529 -0.25
Li 2.609 -13.982 14.350 0.52
F 5.267 -11.993 11.794 -0.16
C -1.946 -15.099 17.090 -0.11
H 0.948 -13.673 19.694 0.14
N 4.295 -14.634 15.564 0.16
C -1.598 -11.395 15.795 -0.10
H -3.231 -11.702 14.415 0.11
C -0.029 -12.080 13.315 -0.19
O 2.500 -12.441 16.022 0.13
F 4.727 -10.523 13.464 -0.15
H 2.347 -15.364 9.522 0.12
O 3.297 -12.268 18.118 0.14
H -1.945 -16.167 14.522 0.13
C 1.343 -12.784 19.211 -0.05
C 2.856 -12.699 19.371 -0.30
H -2.651 -17.077 16.688 0.11
C 4.555 -13.796 9.084 -0.11
H -1.398 -10.519 13.142 0.13
O 1.175 -12.891 17.797 0.05
N 0.976 -15.237 14.904 0.17
H 4.514 -14.588 8.328 0.07
H -2.873 -14.679 16.698 0.08
C -1.714 -16.521 16.623 -0.25
H 5.107 -12.968 8.636 0.08
C 3.173 -13.341 9.485 -0.26
C 2.331 -14.451 10.131 -0.18
F 3.390 -13.939 19.611 0.06
H 5.133 -14.162 9.932 0.08
C 7.239 -15.133 17.411 -0.24
H 7.010 -16.964 18.540 0.07
C 6.394 -16.299 17.931 -0.11
H -1.690 -10.306 15.782 0.08
C 2.333 -12.536 17.185 -0.53
H 7.897 -14.763 18.196 0.10
H -1.032 -17.024 17.312 0.12
H 6.980 -13.283 16.278 0.12
P 5.507 -11.924 13.396 0.16
F 4.067 -12.695 13.611 -0.26
H -2.097 -11.730 16.706 0.07
H -2.174 -13.094 14.618 0.09
F 6.914 -11.182 13.188 -0.15
H -1.108 -17.640 14.844 0.12
N 1.056 -12.439 13.407 0.19
F 5.705 -11.899 15.008 -0.17
C 0.035 -15.872 15.008 -0.19
H -0.543 -11.667 15.879 0.06
C 6.400 -13.950 16.923 -0.17
H 5.595 -15.923 18.575 0.07
H 0.865 -11.871 19.564 0.14
C 5.212 -14.319 16.176 -0.21
H 3.245 -12.528 10.209 0.10
H -2.082 -15.101 18.177 0.08
C -1.199 -16.613 15.195 -0.17
F 6.242 -13.368 13.346 -0.17
H 7.862 -15.483 16.586 0.11
H 5.964 -16.885 17.123 0.07
H 3.200 -12.025 20.148 0.17
C 2.814 -14.850 11.448 -0.21
H 1.285 -14.157 10.226 0.11
C -1.406 -11.604 13.277 -0.18
H -1.896 -12.006 12.387 0.12
H -1.097 -14.442 16.891 0.06
H 2.613 -12.952 8.632 0.11
```

***

4.
C19H31NO2 in the gas phase. Source: the Open Molecules 2025 dataset; level of theory: the ωB97M-V functional and the def2-TZVPD basis.

Results
SMILES   C=C1CCC[C@]2(C)C[C@H]3OC(=O)[C@H](CNCC(C)C)[C@H]3C[C@@H]12
Energy above the lowest of the compared OMol25 structures with the same formula, charge and spin   9.0 kJ/mol
HOMO level   -0.32791 Ha
Spin multiplicity   1
E_tot   -947.843534 hartree
LUMO   0.746 eV

The geometry in XYZ format:
```
53
Properties=species:S:1:pos:R:3:lowdin_charge:R:1
H -0.462 -1.429 0.665 0.13
H 2.210 1.882 -1.198 0.13
H 3.300 -1.979 -0.340 0.12
H -3.613 0.713 1.739 0.09
C 3.660 -0.959 -0.150 -0.21
H 5.673 -1.836 1.528 0.08
H -2.532 2.609 -1.262 0.14
H 5.369 -1.155 -1.433 0.13
H 3.447 -0.721 0.894 0.12
H 0.350 -0.216 -1.241 0.15
C -0.928 -0.456 0.494 -0.10
H -2.166 1.204 -2.267 0.13
C -2.130 1.594 -1.247 -0.06
H 5.433 -3.002 0.225 0.07
H -0.111 2.070 -1.736 0.15
O -0.427 2.611 0.201 0.07
C -5.236 -0.517 -0.328 -0.18
C 5.786 0.427 -0.044 -0.08
H 6.914 -2.045 0.292 0.08
C 1.172 0.912 0.432 -0.17
H -5.529 -0.094 0.634 0.11
C 0.622 2.238 0.941 -0.46
H -4.299 -2.306 -1.069 0.12
C -3.209 -1.582 0.614 -0.29
H -2.366 1.900 1.356 0.08
H 3.186 1.645 0.263 0.12
C -4.504 -1.840 -0.100 -0.15
C -2.299 -0.650 -0.146 -0.22
H -4.021 2.189 0.858 0.10
C 2.444 1.174 -0.398 -0.17
H -2.147 -1.085 -1.144 0.16
C -4.337 0.460 -1.077 -0.15
C 5.841 -2.024 0.470 -0.08
H -1.046 0.038 1.459 0.13
N 2.897 -0.061 -1.005 -0.06
H 5.374 1.207 -0.681 0.07
C -0.656 1.678 -0.863 -0.23
H 6.863 0.406 -0.194 0.08
H -6.147 -0.692 -0.906 0.11
C -2.951 -2.101 1.803 0.07
C 0.002 0.374 -0.392 -0.20
H 3.413 0.121 -1.857 0.11
C 5.181 -0.936 -0.374 -0.43
H -5.130 -2.522 0.478 0.11
C -3.006 0.711 -0.346 -0.44
H -3.658 -2.753 2.289 0.06
H 1.425 0.261 1.270 0.15
H -2.040 -1.915 2.344 0.06
C -3.265 1.417 0.988 -0.01
H -4.858 1.410 -1.218 0.12
H 5.591 0.687 0.995 0.08
H -4.127 0.050 -2.069 0.12
O 1.044 2.890 1.854 0.14
```